(1)
Computed, not measured: a molecular structure, C3H7N2, with ωB97M-V with the def2-TZVPD basis set.

ΔE to the lowest compared entry with this formula, charge and spin in kJ/mol: 146.2
Energy in eV: -6195.9967
Net charge: +1
Frontier orbital gap in eV: 11.27

The geometry in XYZ format:
```
12
Properties=species:S:1:pos:R:3:forces:R:3
C -0.578892 -1.913617 -2.326601 0.87 -0.77 -0.30
C 0.195371 0.411678 2.101084 0.05 0.54 0.74
C 0.708159 0.615055 0.926119 -0.99 -0.27 -1.54
N -0.204875 -1.116815 -1.603292 -0.71 -1.34 -1.15
N -0.113133 0.962766 -0.262326 -0.72 -1.26 0.45
H -0.670136 -2.756167 -3.003263 -0.42 0.36 0.19
H 0.902036 0.213344 2.892512 -0.32 -0.43 0.23
H -0.840313 0.574258 2.295385 -0.54 0.14 0.45
H 1.677563 0.263748 0.737315 1.42 0.30 -0.67
H -1.122027 0.906618 0.021179 1.07 1.24 -0.29
H -0.165438 0.041654 -1.018549 0.90 1.49 1.44
H 0.211685 1.797478 -0.759564 -0.61 0.03 0.46
```
Positions in Å, forces in eV/Å.

These are the Löwdin partial charges, in e, on atoms 1 to 4: atom 1 (C): 0.151, atom 2 (C): 0.062, atom 3 (C): -0.174, atom 4 (N): 0.166

***

(2)
Computed, not measured: a gas-phase ion, C6H8P (charge +1), with ωB97M-V with the def2-TZVPD basis set.

ΔE to the lowest compared entry with this formula, charge and spin in kJ/mol: 210.6
Energy in eV: -15625.1680
Net charge: +1
Expectation value of S²: 2.011
Frontier orbital gap (spin up / spin down) in eV: 7.29 / 5.95
2S+1: 3

The geometry in XYZ format:
```
15
Properties=species:S:1:pos:R:3:forces:R:3
C 1.787727 -0.676509 -0.071105 -0.24 1.25 0.15
C 1.790960 0.655438 -0.054844 -1.21 0.01 -2.29
C -2.463740 0.010038 0.556100 1.86 1.51 6.31
C -2.397410 -0.018065 -0.780634 0.54 -1.68 -5.01
C 0.486359 -1.451048 -0.046489 0.71 1.81 4.94
C 0.501863 1.410190 -0.064153 -0.22 -0.99 0.69
P -0.746887 -0.012018 0.005190 -0.71 0.85 -1.45
H 2.719905 -1.081246 0.205972 0.88 -1.39 -0.31
H 2.564682 1.358899 -0.302200 1.13 -0.46 0.72
H -2.827136 -0.252991 1.503384 -0.78 -1.17 0.64
H -3.190496 0.171674 -1.475860 0.63 0.85 -0.99
H 0.217321 -2.146550 -0.747573 -0.45 -1.49 -2.13
H 0.533735 -1.994235 0.986106 -0.62 0.76 -1.68
H 0.534121 1.714749 0.973040 -0.90 0.72 0.56
H 0.488996 2.311670 -0.686927 -0.61 -0.58 -0.17
```
Positions in Å, forces in eV/Å.

These are the Löwdin partial charges, in e, on atoms 1 to 4: atom 1 (C): -0.133, atom 2 (C): -0.154, atom 3 (C): -0.167, atom 4 (C): -0.164

***

(3)
Computed, not measured: 4 unconnected molecules or ions with the total composition C42H89N3O6P2S, with ωB97M-V with the def2-TZVPD basis set.

Energy in eV: -91160.0463
Net charge: -1
Expectation value of S²: 3.763
Frontier orbital gap (spin up / spin down) in eV: 5.53 / 5.39
2S+1: 4

The geometry in XYZ format:
```
143
Properties=species:S:1:pos:R:3:forces:R:3
C 9.914724 -0.105806 0.970575 -0.03 -0.02 0.04
O 9.340388 1.172943 1.067081 -0.02 -0.02 0.01
C 9.984820 1.982689 2.027715 -0.10 0.00 0.11
C 9.299724 3.335691 2.084685 0.13 -0.01 -0.06
C 9.165499 4.000695 0.704595 0.06 -0.18 -0.07
C 7.782295 3.892321 0.064136 -0.11 0.01 -0.05
C 6.633118 4.477157 0.880617 -0.08 0.06 0.00
C 5.278669 4.315438 0.172683 0.11 -0.16 -0.05
C 4.576367 2.967876 0.469005 0.24 0.31 -0.15
C 3.055678 3.057502 0.675394 0.19 -0.50 -0.38
P 2.359846 2.696664 2.431085 -0.47 1.14 0.01
C 3.865074 3.495062 3.358972 0.17 -0.14 0.02
C 1.353963 4.314211 2.705547 0.20 -0.36 0.67
C 1.986602 5.622360 2.388828 -0.13 0.27 0.13
O 1.693060 6.663174 2.947311 0.03 -0.01 -0.13
C 0.802365 1.746023 1.726395 -0.06 -0.17 -0.10
C -0.034689 2.157608 0.493556 -0.02 -0.40 -0.15
C 0.136399 1.153087 -0.655986 -0.03 0.08 0.22
O 0.140668 3.502907 0.018563 0.01 0.06 -0.07
P 3.514693 0.554731 2.373282 -0.03 -0.30 0.25
S 2.879972 -0.717845 3.771472 -0.02 -0.08 0.05
H 10.920330 -0.060221 0.533039 0.01 0.00 0.01
H 9.983747 -0.587981 1.953514 0.00 0.01 0.00
H 9.272237 -0.712067 0.334715 0.02 0.03 -0.03
H 11.050947 2.095736 1.777372 -0.01 -0.01 -0.09
H 9.925904 1.494554 3.011073 0.08 0.00 -0.01
H 8.327699 3.204444 2.559721 -0.03 0.05 -0.03
H 9.892680 3.970341 2.748415 -0.04 -0.03 0.06
H 9.461535 5.052056 0.752732 -0.10 0.03 0.11
H 9.879872 3.515307 0.031591 0.04 0.10 -0.02
H 7.564740 2.845634 -0.169178 0.03 -0.02 0.09
H 7.804434 4.420658 -0.895900 0.04 -0.05 -0.02
H 6.572852 3.983013 1.852594 -0.02 0.04 0.03
H 6.829029 5.534424 1.092956 0.05 0.00 -0.09
H 4.619435 5.151580 0.414538 -0.01 -0.04 0.16
H 5.461291 4.383088 -0.905688 -0.12 0.14 -0.01
H 5.072127 2.526829 1.334776 -0.15 -0.05 0.08
H 4.790676 2.288743 -0.361700 -0.02 -0.06 0.05
H 2.598569 2.287746 0.044113 -0.05 0.03 0.11
H 2.689230 4.007988 0.278559 -0.03 0.10 0.18
H 1.954772 2.206137 3.730068 0.09 -0.18 -0.07
H 4.519737 2.711282 3.755146 0.00 0.02 -0.04
H 4.492097 4.192759 2.796147 -0.08 0.04 -0.04
H 3.472743 4.027848 4.229611 -0.11 -0.01 -0.04
H 1.220754 4.351205 3.795342 -0.10 -0.02 -0.05
H 0.344944 4.250100 2.299456 0.12 0.08 -0.36
H 2.800805 5.657701 1.642738 -0.06 -0.11 -0.11
H 1.116797 0.711145 1.550709 -0.03 -0.01 0.06
H 0.143107 1.671822 2.595832 0.05 0.18 0.07
H -1.088440 2.118652 0.783987 0.01 0.17 0.00
H 1.164782 0.786130 -0.707086 0.04 0.11 -0.14
H -0.149961 1.598316 -1.611751 -0.02 -0.02 0.00
H -0.495301 0.282625 -0.482705 0.05 -0.03 -0.03
H 0.863954 3.495010 -0.617126 0.02 0.01 0.14
H 4.925369 0.639655 2.444373 0.08 -0.12 -0.16
H 3.385517 -0.048953 1.094876 0.19 0.05 -0.10
C -3.593924 7.745418 6.088059 0.04 0.05 -0.03
C -4.123801 7.223269 4.738707 -0.03 0.16 0.32
C -3.801262 5.733081 4.563791 0.07 -0.14 -0.05
C -2.325984 5.456587 4.277003 -0.04 0.08 0.01
C -1.831443 6.282088 3.092862 -0.03 -0.25 0.00
C -2.085222 7.780288 3.259556 0.33 0.25 0.10
N -3.533504 7.983391 3.589455 -0.15 -0.50 -0.41
O -4.299649 8.043622 2.560118 0.08 0.22 0.21
C -1.157704 8.366041 4.329866 0.00 0.05 0.09
C -1.772933 8.508236 1.957453 -0.07 -0.02 -0.12
C -5.634540 7.432219 4.718673 -0.07 -0.03 -0.05
H -3.350633 8.806195 6.030884 -0.02 0.00 -0.01
H -4.361258 7.623387 6.853283 -0.03 -0.05 -0.03
H -2.711878 7.209715 6.432812 0.01 0.02 -0.03
H -4.403919 5.341048 3.738387 0.00 0.07 -0.03
H -4.120184 5.208157 5.469163 -0.02 -0.01 0.00
H -1.716741 5.657056 5.162728 0.00 0.03 -0.01
H -2.191795 4.395928 4.056288 0.01 -0.01 0.02
H -0.760686 6.132744 2.952219 0.00 0.03 -0.01
H -2.330798 5.935519 2.182020 -0.04 0.07 0.00
H -1.400095 9.413682 4.521761 -0.02 -0.01 -0.01
H -0.133453 8.309387 3.961599 -0.02 -0.03 -0.05
H -1.174661 7.830886 5.274591 -0.03 -0.01 -0.02
H -2.327707 8.094826 1.118615 -0.03 0.01 0.04
H -0.706594 8.403366 1.755023 0.01 -0.01 0.04
H -2.012316 9.570309 2.038202 -0.01 -0.01 0.01
H -5.881794 8.493454 4.779735 0.01 0.00 0.00
H -6.066804 6.923602 5.582105 0.03 0.00 0.02
H -6.086774 7.028190 3.816850 0.04 0.04 -0.03
C -0.437147 -5.374303 -0.632899 -0.03 0.01 -0.05
C -0.950860 -4.053929 -0.026189 0.35 -0.25 -0.10
C -2.080504 -4.310106 0.978238 -0.16 0.01 0.06
C -3.406557 -4.702845 0.328330 0.05 0.01 -0.04
C -3.819113 -3.687080 -0.734993 -0.07 -0.02 0.16
C -2.736854 -3.459974 -1.794911 0.00 -0.16 -0.36
N -1.459821 -3.123575 -1.089494 -0.36 0.28 0.60
O -1.373943 -1.887733 -0.756148 0.07 -0.14 -0.30
C -2.588430 -4.690237 -2.694943 0.07 -0.02 0.03
C -3.112970 -2.283320 -2.687943 -0.04 0.10 0.02
C 0.220673 -3.373995 0.677865 -0.02 0.06 0.03
H -0.045978 -5.218926 -1.638209 0.02 0.02 0.01
H 0.376641 -5.761144 -0.019912 -0.02 0.04 0.05
H -1.199861 -6.151035 -0.677758 -0.01 0.02 -0.02
H -2.230182 -3.402009 1.569626 0.04 0.03 -0.06
H -1.749437 -5.088339 1.670891 0.01 0.01 0.02
H -3.342831 -5.705348 -0.105273 0.02 0.01 -0.02
H -4.180210 -4.754816 1.097583 0.00 -0.03 0.00
H -4.736006 -4.005491 -1.238307 -0.01 -0.01 -0.01
H -4.035787 -2.730925 -0.248354 0.07 0.02 -0.03
H -1.739232 -4.576152 -3.370625 0.00 0.01 0.01
H -3.482618 -4.804807 -3.305605 -0.03 0.06 0.00
H -2.462848 -5.619340 -2.147560 0.00 0.02 0.00
H -3.314028 -1.383977 -2.111237 0.05 -0.02 0.02
H -4.009189 -2.544714 -3.253093 0.01 -0.04 0.00
H -2.311322 -2.062775 -3.394084 0.01 -0.01 0.01
H 1.009628 -3.122748 -0.032349 0.00 -0.01 0.00
H 0.630396 -4.060712 1.419512 0.00 -0.01 -0.01
H -0.075654 -2.461961 1.188095 0.00 0.01 -0.04
C -2.368996 -9.820641 -5.995123 -0.02 0.04 -0.05
C -3.173371 -8.927705 -5.031132 0.34 -0.15 -0.13
C -4.339489 -9.701058 -4.404027 -0.15 -0.04 0.05
C -5.495260 -9.960802 -5.368911 0.04 0.03 -0.03
C -5.967290 -8.663530 -6.022316 -0.07 -0.10 0.12
C -4.837399 -7.898377 -6.717458 0.09 0.00 -0.37
N -3.723123 -7.720629 -5.731868 -0.48 0.05 0.52
O -3.883549 -6.709099 -4.958749 0.18 -0.06 -0.25
C -4.370618 -8.632619 -7.980173 0.05 -0.02 0.03
C -5.318692 -6.517142 -7.146794 -0.06 0.07 0.05
C -2.225832 -8.447190 -3.936621 -0.01 0.04 0.07
H -1.905261 -9.229745 -6.784450 0.01 0.01 0.02
H -1.569793 -10.319402 -5.447523 -0.03 0.00 0.06
H -2.971191 -10.601045 -6.457543 -0.01 0.03 -0.01
H -4.714128 -9.131102 -3.548181 0.03 0.06 -0.04
H -3.950837 -10.644621 -4.012119 0.00 0.00 0.02
H -5.206105 -10.690521 -6.130402 0.02 0.02 -0.01
H -6.324696 -10.410885 -4.819903 0.00 -0.02 -0.01
H -6.753549 -8.863987 -6.754578 -0.01 -0.01 0.00
H -6.403302 -8.016367 -5.255019 0.06 0.04 -0.01
H -3.488679 -8.148698 -8.401703 -0.01 0.01 0.01
H -5.166819 -8.588102 -8.724109 -0.02 0.04 0.02
H -4.141968 -9.681834 -7.821030 0.00 0.01 0.02
H -5.740137 -5.958068 -6.315609 0.04 -0.01 0.02
H -6.088009 -6.634918 -7.911439 0.01 -0.03 -0.01
H -4.498588 -5.934666 -7.568182 0.01 -0.01 0.01
H -1.424974 -7.835209 -4.353963 -0.01 -0.01 -0.01
H -1.781516 -9.318586 -3.453524 0.00 -0.02 -0.03
H -2.742967 -7.860619 -3.181979 -0.01 0.03 -0.04
```
Positions in Å, forces in eV/Å.

These are the Löwdin partial charges, in e, on atoms 1 to 4: atom 1 (C): -0.118, atom 2 (O): -0.193, atom 3 (C): -0.258, atom 4 (C): -0.169

***

(4)
Computed, not measured: a single C17H16F2N2S molecule, with ωB97M-V with the def2-TZVPD basis set.

Energy in eV: -37138.9062
SMILES: Fc1ccc2c([C@@H]3CNCC[C@H]3F)c(-c3ccsc3)[nH]c2c1
Frontier orbital gap in eV: 8.48

The geometry in XYZ format:
```
38
Properties=species:S:1:pos:R:3:forces:R:3
F 5.665245 -0.735579 1.903204 0.05 -0.27 0.09
C 4.418865 -0.458447 1.477908 -1.20 -0.86 1.06
C 4.261192 0.555400 0.569781 -1.01 0.13 -0.52
C 2.975864 0.893717 0.158898 0.33 -0.13 0.34
C 1.884621 0.208175 0.705837 -1.07 0.11 -0.86
C 0.449396 0.272129 0.455629 0.11 0.85 -0.93
C -0.085628 1.338094 -0.523534 -0.15 -0.50 0.99
C -1.585365 1.602974 -0.470764 -0.52 0.24 -0.89
N -2.385774 0.691500 -1.335876 -0.03 0.15 0.58
C -1.916162 0.568034 -2.729325 0.69 0.58 1.02
C -0.470903 0.046369 -2.674670 -0.71 0.35 -0.14
C 0.358460 1.112470 -1.966162 0.70 -1.79 0.83
F 0.279898 2.307442 -2.613571 -0.16 1.03 -0.83
C -0.157129 -0.663807 1.255279 0.53 0.84 -0.93
C -1.563553 -1.027326 1.395061 -0.53 -0.78 0.28
C -2.414784 -1.591452 0.387135 -1.47 -0.15 0.89
C -3.690359 -1.920764 0.854958 2.14 0.34 -0.29
S -3.838686 -1.623891 2.576644 1.74 0.48 -1.00
C -2.154773 -1.012914 2.612398 -1.27 -0.34 0.82
N 0.825546 -1.299983 1.995854 0.30 -0.41 0.25
C 2.057723 -0.823288 1.631545 0.23 0.60 -0.13
C 3.326654 -1.158025 2.029349 1.67 -0.45 1.01
H 5.110188 1.043198 0.154672 0.56 0.32 -0.14
H 2.886648 1.695469 -0.566464 -0.29 -0.10 0.09
H 0.365261 2.294121 -0.204475 0.11 -0.34 -0.10
H -1.714568 2.636178 -0.809460 -0.05 0.18 -0.12
H -1.910383 1.612914 0.574561 -0.25 -0.45 -0.22
H -3.380684 0.929436 -1.270847 0.64 -0.09 -0.14
H -1.863646 1.556131 -3.211324 -0.38 -0.24 -0.33
H -2.552188 -0.126323 -3.261370 -0.26 0.03 -0.17
H -0.469902 -0.887967 -2.098814 0.28 0.21 -0.05
H -0.088740 -0.160079 -3.684313 -0.01 0.15 0.27
H 1.404496 0.805033 -1.975552 0.10 0.05 -0.02
H -2.075722 -1.699923 -0.625958 -0.21 -0.14 -0.11
H -4.442636 -2.374407 0.216084 -0.09 0.16 0.53
H -1.650989 -0.702524 3.535776 -0.61 -0.10 -0.34
H 0.676856 -2.012146 2.694193 -0.15 0.07 -0.26
H 3.465660 -1.889939 2.837713 0.26 0.25 -0.53
```
Positions in Å, forces in eV/Å.

These are the Löwdin partial charges, in e, on atoms 1 to 4: atom 1 (F): 0.054, atom 2 (C): -0.280, atom 3 (C): -0.022, atom 4 (C): -0.008